# 1
C8H18F4KN3O8S4 | the ωB97M-V functional and the def2-TZVPD basis

Atoms and positions in Å:
K  11.601  -10.294  7.775
C  14.262  -8.623  16.652
C  14.798  -9.553  15.537
C  13.775  -9.691  14.446
N  14.343  -9.924  13.121
C  15.204  -11.132  13.080
C  13.220  -10.036  12.139
C  13.853  -9.751  10.767
C  15.086  -8.876  11.054
C  15.176  -8.788  12.580
H  13.827  -7.754  16.170
H  15.036  -8.331  17.360
H  13.600  -9.204  17.300
H  15.114  -10.515  15.928
H  15.675  -9.007  15.169
H  13.139  -8.807  14.378
H  13.081  -10.505  14.661
H  14.604  -11.957  13.458
H  16.029  -10.981  13.766
H  15.483  -11.384  12.068
H  12.800  -11.040  12.138
H  12.480  -9.264  12.337
H  14.180  -10.711  10.390
H  13.175  -9.288  10.051
H  15.993  -9.251  10.596
H  14.881  -7.865  10.702
H  16.199  -8.894  12.923
H  14.762  -7.872  12.998
N  12.357  -12.517  9.392
S  11.010  -13.231  10.111
O  10.998  -13.103  11.524
O  10.431  -14.331  9.492
F  10.029  -12.058  9.630
S  13.438  -13.619  9.738
O  13.327  -14.795  8.949
O  13.767  -13.815  11.100
F  14.731  -12.912  9.091
N  10.188  -11.330  5.639
S  10.082  -10.376  4.307
O  9.648  -9.049  4.591
O  9.663  -11.004  3.127
F  11.659  -10.187  4.169
S  8.681  -11.888  5.763
O  8.292  -12.879  4.846
O  7.717  -10.897  6.125
F  8.903  -12.711  7.117

Computed properties:
LUMO	-1.177	eV
HOMO-LUMO gap	7.86	eV
energy	-99972.5869	eV
ΔE to the lowest compared entry with this formula, charge and spin	0.0	kJ/mol

# 2
C41H43Cl84N5O4PSi | the ωB97M-V functional and the def2-TZVPD basis

Atoms and positions in Å:
C  9.958  1.899  3.380
C  8.412  1.398  3.635
C  7.814  0.614  2.309
C  6.162  0.758  2.324
C  5.651  0.613  0.765
C  5.901  2.029  -0.090
N  5.504  1.841  -1.527
P  6.856  1.392  -2.661
O  6.839  -0.148  -3.023
C  4.272  1.941  -2.098
N  4.167  1.650  -3.583
C  2.674  1.836  -3.775
N  1.948  1.623  -5.118
N  2.047  2.241  -2.426
C  0.556  2.493  -2.375
C  -0.194  1.186  -1.664
C  -1.261  1.657  -0.499
C  -2.713  0.890  -0.625
C  -3.291  0.652  0.906
O  -4.322  -0.401  0.911
C  -5.685  0.153  0.889
C  -6.872  -0.734  1.656
O  -6.066  1.311  0.340
N  3.006  2.315  -1.389
C  2.627  2.648  0.024
C  2.942  4.193  0.496
O  3.319  4.139  1.917
Si  2.219  5.051  2.939
C  2.307  4.203  4.709
C  0.367  4.980  2.415
C  2.936  6.829  3.155
H  10.658  1.097  2.890
H  10.001  2.898  2.758
H  10.423  2.147  4.445
H  8.335  0.720  4.588
H  7.723  2.351  3.792
H  8.316  1.044  1.341
H  8.126  -0.534  2.367
H  5.818  1.752  2.855
H  5.774  -0.186  2.937
H  4.547  0.232  0.659
H  6.342  -0.183  0.242
H  7.085  2.182  -0.062
H  5.447  2.966  0.447
H  6.741  2.246  -3.849
H  8.104  1.815  -2.015
H  2.708  1.254  -5.763
H  1.340  0.767  -4.958
H  0.338  3.411  -1.683
H  0.073  2.615  -3.460
H  0.585  0.442  -1.185
H  -0.764  0.582  -2.507
H  -1.478  2.809  -0.611
H  -0.766  1.476  0.556
H  -2.606  -0.125  -1.228
H  -3.465  1.627  -1.155
H  -2.412  0.302  1.626
H  -3.678  1.686  1.348
H  -7.607  0.000  2.242
H  -7.439  -1.332  0.806
H  -6.350  -1.482  2.404
H  3.200  1.946  0.802
H  1.471  2.467  0.261
H  3.922  4.537  -0.091
H  2.105  4.967  0.232
H  3.324  3.620  4.736
H  1.456  3.370  4.794
H  2.190  4.995  5.587
H  0.045  3.963  1.918
H  -0.348  5.275  3.311
H  0.204  5.834  1.598
H  2.324  7.519  3.880
H  3.132  7.369  2.126
H  4.012  6.697  3.655
C  -4.807  -4.759  2.403
Cl  -6.534  -5.134  2.178
Cl  -3.834  -5.749  1.286
Cl  -4.525  -3.032  2.065
Cl  -4.334  -5.119  4.083
C  -0.007  -1.740  -6.927
Cl  -0.383  -1.360  -5.228
Cl  1.018  -0.452  -7.611
Cl  0.859  -3.295  -7.011
Cl  -1.521  -1.852  -7.860
C  -4.507  3.271  -3.667
Cl  -4.589  2.123  -5.027
Cl  -4.953  2.436  -2.157
Cl  -2.848  3.907  -3.526
Cl  -5.637  4.618  -3.957
C  -0.907  4.026  7.268
Cl  0.249  5.135  8.048
Cl  -2.351  3.854  8.297
Cl  -1.383  4.683  5.682
Cl  -0.142  2.432  7.046
C  2.093  2.781  -9.921
Cl  2.845  4.395  -9.982
Cl  0.414  2.886  -10.508
Cl  3.014  1.658  -10.953
Cl  2.099  2.186  -8.242
C  0.893  -1.704  8.418
Cl  1.825  -1.384  9.903
Cl  -0.593  -2.595  8.830
Cl  0.463  -0.158  7.642
Cl  1.878  -2.677  7.297
C  8.393  -2.448  -5.249
Cl  9.145  -0.834  -5.309
Cl  6.714  -2.343  -5.836
Cl  9.314  -3.571  -6.281
Cl  8.399  -3.043  -3.570
C  -9.307  6.343  -5.227
Cl  -7.901  7.402  -4.952
Cl  -9.126  4.854  -4.265
Cl  -10.795  7.191  -4.735
Cl  -9.406  5.924  -6.956
C  -0.795  -6.347  10.435
Cl  0.611  -5.288  10.710
Cl  -0.614  -7.836  11.397
Cl  -2.282  -5.499  10.927
Cl  -0.893  -6.766  8.706
C  -4.395  0.301  9.465
Cl  -5.253  1.020  8.078
Cl  -4.982  -1.360  9.730
Cl  -2.645  0.265  9.127
Cl  -4.698  1.278  10.923
C  0.405  -10.618  14.257
Cl  1.157  -9.004  14.197
Cl  -1.273  -10.513  13.670
Cl  1.327  -11.741  13.226
Cl  0.411  -11.213  15.937
C  5.505  -0.560  6.104
Cl  6.257  1.054  6.043
Cl  3.827  -0.455  5.517
Cl  6.427  -1.683  5.072
Cl  5.511  -1.155  7.783
C  -4.395  -8.884  11.815
Cl  -3.268  -9.981  10.978
Cl  -3.591  -8.183  13.242
Cl  -4.884  -7.577  10.707
Cl  -5.836  -9.795  12.333
C  6.105  2.965  -13.113
Cl  5.905  3.625  -14.756
Cl  6.058  1.185  -13.178
Cl  7.671  3.494  -12.448
Cl  4.787  3.556  -12.070
C  -8.295  -6.129  9.289
Cl  -7.543  -4.514  9.229
Cl  -9.973  -6.024  8.702
Cl  -7.373  -7.252  8.257
Cl  -8.289  -6.724  10.968
C  -3.495  3.262  -12.627
Cl  -4.775  4.103  -11.717
Cl  -3.028  4.243  -14.039
Cl  -2.076  3.024  -11.575
Cl  -4.099  1.679  -13.177
C  3.105  -4.604  -3.349
Cl  3.023  -5.752  -4.709
Cl  2.659  -5.439  -1.839
Cl  4.764  -3.968  -3.208
Cl  1.976  -3.257  -3.639
C  -9.795  -2.140  4.235
Cl  -8.668  -3.237  3.397
Cl  -8.991  -1.439  5.662
Cl  -10.284  -0.833  3.127
Cl  -11.236  -3.051  4.752
C  0.564  -4.734  -11.086
Cl  1.592  -5.684  -9.983
Cl  -0.599  -3.776  -10.135
Cl  1.584  -3.640  -12.053
Cl  -0.320  -5.836  -12.171
C  -8.436  8.915  -9.350
Cl  -10.163  8.540  -9.574
Cl  -7.463  7.924  -10.466
Cl  -8.154  10.641  -9.688
Cl  -7.963  8.554  -7.670
C  -3.336  -8.876  -12.084
Cl  -2.713  -8.289  -10.522
Cl  -2.554  -7.979  -13.410
Cl  -2.977  -10.614  -12.251
Cl  -5.098  -8.624  -12.154

Computed properties:
LUMO	-2.749	eV
HOMO-LUMO gap	9.13	eV
energy	-1127881.0180	eV
total charge	+1

# 3
C14H22F4I2N2O6PS | the ωB97M-V functional and the def2-TZVPD basis

Atoms and positions in Å:
C  -3.622  2.224  0.817
C  -2.484  1.000  0.705
C  -1.110  1.459  -0.047
I  -0.791  3.521  0.763
C  0.177  0.493  0.052
C  1.301  1.143  1.111
N  0.978  0.715  -1.250
C  1.173  1.901  -2.143
C  0.405  1.725  -3.619
O  -0.755  0.821  -3.565
C  0.089  3.193  -4.298
F  -0.958  3.901  -3.492
F  -0.285  3.012  -5.720
F  1.350  4.020  -4.298
C  1.705  -0.366  -1.656
C  2.708  -0.671  -2.908
C  1.341  -1.577  -0.560
I  3.132  -2.429  0.417
C  0.038  -1.137  0.394
P  -1.395  -2.151  -0.341
O  -0.999  -3.658  -0.770
O  -1.927  -1.386  -1.835
O  -2.774  -2.419  0.675
S  0.053  -1.714  2.168
O  -1.186  -1.345  3.017
O  0.068  -3.292  2.109
F  1.409  -1.275  3.113
H  -3.657  2.903  -0.136
H  -4.666  1.643  0.835
H  -3.569  2.801  1.836
H  -3.034  0.180  0.034
H  -2.310  0.659  1.809
H  -1.418  1.655  -1.184
H  2.166  0.339  1.288
H  0.860  1.367  2.168
H  1.879  2.068  0.625
H  0.823  2.935  -1.737
H  2.323  2.043  -2.431
H  1.209  1.208  -4.327
H  -1.546  1.344  -3.912
H  3.679  -1.190  -2.448
H  3.071  0.295  -3.496
H  2.231  -1.476  -3.624
H  1.160  -2.443  -1.362
H  -2.926  -1.408  -1.921
H  -3.043  -1.640  1.229
C  1.251  -3.074  5.931
C  2.076  -3.353  7.118
N  2.728  -3.573  8.056
H  1.472  -3.767  5.113
H  0.182  -3.163  6.152
H  1.419  -2.060  5.551

Computed properties:
LUMO	-5.281	eV
HOMO-LUMO gap	7.60	eV
energy	-77318.8855	eV
total charge	+1

Among the records above, which one has the lowest HOMO-LUMO gap? C14H22F4I2N2O6PS